ORCA calculation (ωB97M-V/def2-TZVPD) on C18H39IrNOP2Si as an isolated structure.

```
63
Properties=species:S:1:pos:R:3:forces:R:3
Ir 0.2326 -0.9000 -0.3251 -1.500 1.383 -1.185
Si -0.3010 -3.1897 -1.2356 -0.656 -1.228 -0.362
P 2.4774 -0.5039 -0.3841 1.247 0.056 -0.092
P -2.1203 -0.3657 -0.5170 -0.530 0.273 -0.041
H 0.9730 -2.3364 -0.9209 0.597 0.757 0.308
C 3.3180 1.0766 -0.0390 0.266 0.202 0.083
H 4.3908 0.9354 0.1565 -0.225 -0.123 -0.026
H 2.8730 1.5721 0.8295 -0.044 -0.193 -0.135
H 3.2177 1.7583 -0.8885 -0.196 -0.193 0.042
C 3.3366 -1.1649 -1.8367 0.537 -0.017 -0.306
H 4.4186 -1.2394 -1.6800 -0.089 0.005 0.023
H 3.1670 -0.5237 -2.7060 -0.082 0.039 0.151
H 2.9581 -2.1595 -2.0865 -0.019 0.059 0.125
C 3.0029 -1.6222 0.9625 0.533 0.218 0.068
H 4.0910 -1.6933 1.0319 0.000 -0.057 0.119
H 2.5783 -2.6138 0.7887 0.097 0.065 -0.030
H 2.5965 -1.2453 1.9061 0.091 -0.005 -0.062
C -2.7467 1.3384 -0.2357 -0.129 0.018 0.019
H -3.8350 1.2537 -0.0681 0.308 0.065 -0.059
H -2.5601 1.9784 -1.1087 0.135 -0.265 0.344
H -2.2939 1.7859 0.6592 -0.012 -0.130 -0.318
C -3.1345 -0.8291 -1.9662 -0.329 -0.095 0.086
H -4.1924 -0.7965 -1.6585 0.257 -0.037 -0.208
H -2.8952 -1.8436 -2.3051 -0.094 0.257 0.042
H -2.9804 -0.1093 -2.7825 0.096 -0.256 0.265
C -2.9617 -1.2185 0.8761 -0.211 0.083 -0.249
H -4.0409 -1.0425 0.7795 0.149 -0.151 0.174
H -2.6098 -0.7897 1.8249 -0.073 -0.137 -0.277
H -2.7487 -2.2935 0.8410 -0.104 0.269 0.106
C -0.3779 -3.2832 -3.1242 0.254 0.064 0.134
H 0.4356 -2.6660 -3.5356 -0.343 -0.176 -0.045
H -1.3437 -2.8848 -3.4658 0.375 -0.061 -0.012
H -0.2655 -4.3106 -3.5012 -0.066 0.297 0.171
H 0.4732 -4.3435 -0.6364 -0.410 0.022 -0.271
H -1.6754 -3.2995 -0.7219 -0.137 -0.205 0.142
C 0.1712 2.2762 -2.6259 -0.736 1.403 -2.741
O 0.1641 1.7629 -1.4836 0.308 -2.356 4.021
C 1.3532 3.0799 -3.0527 -0.205 -0.219 0.122
H 2.0502 2.4299 -3.5958 0.451 0.063 -0.478
H 1.9272 3.4765 -2.2079 -0.296 0.007 0.090
H 1.0263 3.9064 -3.6705 0.306 0.256 -0.438
C -0.9370 1.9601 -3.5917 0.808 0.550 0.017
H -1.8929 2.4040 -3.2924 -0.281 0.009 0.047
H -1.0989 0.8900 -3.7216 -0.029 -0.520 0.045
H -0.6788 2.3593 -4.5658 -0.146 0.128 -0.384
C 0.3640 2.9594 1.9618 0.011 0.853 -0.555
C -0.0641 1.9435 2.9493 0.139 -0.365 0.089
C -0.3889 2.2062 4.2720 -0.037 0.120 -0.217
C -0.7163 1.1604 5.1357 0.021 0.074 0.218
C -0.6381 -0.1567 4.6935 -0.132 -0.312 0.438
C -0.3273 -0.4772 3.3980 0.141 0.415 -0.675
C -0.2439 -1.9016 2.9735 0.057 -1.029 -0.079
C -0.1025 0.5907 2.4528 -0.273 -0.267 1.155
N 0.0267 0.3336 1.1726 0.319 0.080 0.612
H -0.0246 2.6561 0.9724 0.276 0.446 0.152
H 1.4685 3.0132 1.8607 -0.546 -0.120 0.124
H 0.0155 3.9729 2.2294 0.108 -0.437 -0.159
H -0.3997 3.2418 4.6315 0.034 -0.416 -0.184
H -1.0078 1.3556 6.1670 0.117 0.041 -0.249
H -0.8292 -0.9883 5.3738 -0.004 0.294 0.006
H 0.3734 -2.4664 3.6970 -0.232 0.178 -0.325
H -1.2467 -2.3729 2.9803 0.481 0.166 -0.108
H 0.1995 -2.0465 1.9596 -0.355 0.155 0.732
```
Positions in Å, forces in eV/Å.

- ΔE to the lowest compared entry with this formula, charge and spin: 66.8 kJ/mol
- Lowest unoccupied orbital energy (alpha / beta): 0.50 / -1.36 eV
- Maximum force: 0.09083 Eh/bohr
- Multiplicity: 6
- DFT total energy: -1915.53802 hartree